# 1
C30H18F10FePS2 as an isolated structure in a non-equilibrium geometry. Source: OMol25; level of theory: wB97M-V/def2-TZVPD.

```
62
Properties=species:S:1:pos:R:3:nbo_charge:R:1
Fe 0.01 -0.74 0.11 0.269
C -1.10 -2.04 1.45 -0.286
C -2.01 -1.23 0.72 -0.288
C -1.78 0.10 1.08 -0.266
C -0.71 0.15 1.97 -0.334
C -0.32 -1.20 2.22 -0.301
H -0.99 -3.11 1.40 0.233
H -2.74 -1.58 0.01 0.221
H -2.30 0.96 0.68 0.218
H -0.27 1.03 2.41 0.250
H 0.50 -1.51 2.85 0.236
F 5.87 2.83 3.15 -0.304
C 5.02 2.14 2.38 0.238
C 3.66 2.30 2.52 0.264
F 3.18 3.17 3.42 -0.305
C 2.78 1.59 1.72 0.302
F 1.48 1.83 1.91 -0.312
C 3.21 0.67 0.76 -0.266
S 2.19 -0.28 -0.33 -0.234
C 4.59 0.54 0.65 0.357
F 5.12 -0.30 -0.24 -0.307
C 5.49 1.24 1.44 0.245
F 6.81 1.07 1.29 -0.304
C 0.34 0.70 -3.15 -0.957
P -0.56 0.80 -1.57 1.107
C -2.26 0.89 -2.24 -0.350
C -2.84 2.09 -2.68 -0.203
C -4.09 2.09 -3.28 -0.220
C -4.77 0.89 -3.48 -0.234
C -4.19 -0.30 -3.08 -0.149
C -2.94 -0.30 -2.47 -0.225
C -0.19 2.49 -0.97 -0.375
C -1.09 3.23 -0.20 -0.145
C -0.72 4.44 0.36 -0.235
C 0.56 4.95 0.15 -0.215
C 1.46 4.22 -0.62 -0.203
C 1.09 3.01 -1.17 -0.193
H 1.41 0.73 -2.97 0.259
H 0.04 1.50 -3.83 0.219
H 0.10 -0.27 -3.59 0.260
H -2.32 3.02 -2.55 0.220
H -4.53 3.03 -3.60 0.207
H -5.75 0.89 -3.95 0.206
H -4.70 -1.24 -3.25 0.202
H -2.48 -1.24 -2.18 0.247
H -2.08 2.86 -0.02 0.202
H -1.43 4.99 0.96 0.207
H 0.86 5.89 0.59 0.208
H 2.47 4.60 -0.78 0.210
H 1.82 2.44 -1.74 0.231
F 1.57 -7.86 0.04 -0.303
C 1.25 -6.60 -0.28 0.241
C 0.58 -6.32 -1.46 0.244
F 0.26 -7.32 -2.29 -0.304
C 0.26 -5.02 -1.77 0.357
F -0.39 -4.82 -2.93 -0.312
C 0.56 -3.93 -0.95 -0.265
S 0.08 -2.32 -1.50 -0.236
C 1.23 -4.25 0.23 0.305
F 1.59 -3.32 1.11 -0.298
C 1.57 -5.55 0.56 0.266
F 2.21 -5.81 1.71 -0.302
```

Calculated values
- net charge = -1
- total energy (Eh) = -4554.14370
- M (g mol⁻¹) = 719.41
- lowest unoccupied orbital energy (alpha / beta) (Ha) = 0.0921 / 0.0921
- orbital gap (alpha / beta) (eV) = 6.7 / 6.7

=====

# 2
A 2-piece molecular cluster, C8H7Cl2NO2 overall in a non-equilibrium geometry. Source: OMol25; level of theory: wB97M-V/def2-TZVPD.

```
20
Properties=species:S:1:pos:R:3:nbo_charge:R:1
C -0.03 0.79 2.07 -0.184
C -0.73 -0.36 1.67 -0.203
C 0.68 1.46 1.15 -0.215
C -0.88 -0.63 0.34 -0.171
C 0.66 1.13 -0.24 -0.122
C -0.35 0.23 -0.67 -0.171
C -0.55 -0.08 -2.01 -0.091
C 1.09 -1.57 -2.21 -0.192
N 2.19 -0.69 -1.94 0.471
O 2.60 -0.10 -2.88 -0.397
O 2.51 -0.51 -0.79 -0.390
Cl -0.13 1.07 -3.23 0.048
Cl 0.73 -2.79 -1.09 0.067
H 0.07 1.06 3.10 0.212
H -1.11 -0.89 2.51 0.217
H 1.35 2.19 1.63 0.221
H -1.44 -1.41 0.09 0.204
H 1.16 1.72 -0.95 0.227
H -1.30 -0.75 -2.35 0.228
H 0.96 -1.77 -3.29 0.241
```

Calculated values
- energy above the lowest of the compared OMol25 structures with the same formula, charge and spin (eV) = 3.594
- net charge = 0
- total energy (Eh) = -1434.47525
- M (g mol⁻¹) = 220.06
- lowest unoccupied orbital energy (Ha) = -0.0278
- orbital gap (eV) = 8.0

=====

# 3
An isolated ion of composition C5H11N2O and charge +1 in a non-equilibrium geometry. Source: OMol25; level of theory: wB97M-V/def2-TZVPD.

```
19
Properties=species:S:1:pos:R:3:nbo_charge:R:1
C 3.12 -1.09 -0.01 -0.235
C 2.91 0.02 -1.03 -0.254
C -2.87 -0.78 0.86 -0.644
C -2.51 0.20 -0.35 -0.373
C -1.17 -0.56 -0.87 -0.353
N 2.07 -0.18 0.10 -0.055
N -0.51 -0.68 0.32 0.273
O 0.74 -0.70 0.42 -0.079
H 2.79 -2.05 -0.37 0.246
H 3.87 -0.91 0.80 0.256
H 3.33 1.02 -0.89 0.255
H 2.64 -0.11 -2.03 0.246
H -3.30 -0.13 1.67 0.242
H -3.67 -1.41 0.55 0.222
H -2.08 -1.40 1.29 0.235
H -2.36 1.23 0.05 0.238
H -3.32 0.09 -1.05 0.248
H -1.57 -1.52 -1.17 0.303
H -0.51 -0.08 -1.59 0.227
```

Calculated values
- energy above the lowest of the compared OMol25 structures with the same formula, charge and spin (eV) = 10.508
- net charge = +1
- total energy (Eh) = -381.27780
- M (g mol⁻¹) = 115.16
- lowest unoccupied orbital energy (alpha / beta) (Ha) = -0.2384 / -0.2384
- orbital gap (alpha / beta) (eV) = 8.2 / 8.2